No. 1
# C47H94O41

A molecular structure, C47H94O41 in a non-equilibrium geometry (ωB97M-V with the def2-TZVPD basis set, the Open Molecules 2025 dataset).

```
182
C47H94O41 | the Open Molecules 2025 dataset | ωB97M-V with the def2-TZVPD basis set
C 4.01254 -0.84220 -0.18191
C 2.58341 -0.91846 -0.54124
C 2.53965 -0.30391 -1.94451
O 3.75963 0.44605 -2.03575
C 4.33679 0.52939 -0.74773
H 4.64102 -1.57782 -0.68388
H 4.28151 -0.80957 0.87388
H 2.00185 -0.32102 0.16086
H 2.18919 -1.93420 -0.51036
H 1.64067 0.31217 -1.96378
H 2.54880 -1.06362 -2.72608
H 4.09676 1.42489 -0.17452
H 5.41377 0.58370 -0.90668
C -1.77855 2.51726 -0.63816
C -2.16297 1.69168 0.55201
C -3.19521 0.77911 -0.11051
O -2.72745 0.62888 -1.45736
C -1.62745 1.48500 -1.76358
H -0.88336 3.07449 -0.36204
H -2.58597 3.20875 -0.87903
H -2.52672 2.42127 1.27553
H -1.33885 1.14781 1.01367
H -4.12911 1.33409 -0.02143
H -3.24423 -0.16906 0.42492
H -1.79495 1.93210 -2.74345
H -0.66394 0.97706 -1.80540
C 0.19481 0.64742 -2.93426
O 0.56227 1.86793 -3.54865
C -0.16151 2.37531 -4.49498
O -1.26919 1.92102 -4.84518
O 0.44097 3.45213 -4.92004
C -0.10969 4.29351 -5.91096
H 0.85087 0.48213 -2.07965
H 0.28652 -0.27953 -3.50035
H -0.79737 0.75641 -2.49631
H 0.31340 5.28841 -5.77217
H -1.18663 4.38620 -5.77062
H 0.07292 3.87407 -6.90032
C -2.57232 -5.54366 3.61016
O -2.26218 -4.31158 2.96040
C -1.58144 -3.28275 3.52333
O -1.36333 -3.15791 4.72780
O -1.28972 -2.55703 2.48040
C -0.42054 -1.43172 2.60511
H -1.75074 -6.25148 3.50011
H -3.44427 -6.04228 3.18689
H -2.79009 -5.36675 4.66342
H -0.30313 -0.77445 1.74353
H 0.59534 -1.74573 2.84487
H -0.57319 -0.75572 3.44642
C 3.79908 5.60755 -0.64898
O 3.88469 5.09237 0.68646
C 3.69354 3.77849 0.87157
O 3.37038 2.98014 -0.00309
O 3.85249 3.50702 2.15790
C 3.91242 2.10534 2.55397
H 2.78022 5.51549 -1.02521
H 4.50773 5.15586 -1.34317
H 4.00295 6.67815 -0.63016
H 4.44581 1.91934 3.48616
H 4.47923 1.56507 1.79572
H 2.89714 1.71138 2.59976
C -1.07793 -3.15697 -3.70583
O 0.04461 -2.73291 -4.43811
C 0.85351 -1.74899 -4.05265
O 0.75227 -1.04604 -3.04322
O 1.78959 -1.67764 -4.90611
C 2.68330 -0.60528 -4.81133
H -1.30991 -2.51767 -2.85403
H -0.85971 -4.18689 -3.42343
H -1.88400 -3.17547 -4.43932
H 2.27459 0.40221 -4.88891
H 3.41927 -0.76281 -5.59977
H 3.26665 -0.65916 -3.89215
C 1.68927 3.94998 -0.62956
O 1.48780 4.94337 -1.65153
C 0.45039 5.03826 -2.47556
O 0.49981 5.65664 -3.53386
O -0.58559 4.27563 -2.07399
C -1.76875 4.34459 -2.88912
H 2.70467 3.96741 -0.23366
H 1.65178 2.95460 -1.07218
H 0.98208 3.94702 0.19988
H -1.57253 3.78094 -3.80120
H -2.12279 5.34390 -3.14237
H -2.61719 3.85877 -2.40721
C -4.26842 -4.11158 -5.04821
O -3.39493 -3.45098 -4.17739
C -3.58855 -2.09343 -3.98522
O -4.51346 -1.38910 -4.42108
O -2.56370 -1.66786 -3.23297
C -2.44892 -0.34595 -2.85216
H -4.09977 -5.18420 -4.95258
H -3.95562 -3.79484 -6.04317
H -5.30065 -3.82970 -4.84048
H -1.48619 -0.11730 -2.39500
H -3.23101 -0.14247 -2.12070
H -2.61514 0.35802 -3.66757
C -4.37489 -2.12920 3.30678
O -3.18464 -1.38953 3.59771
C -2.80375 -0.44282 2.76134
O -3.29879 -0.16312 1.70440
O -1.75939 0.17858 3.33839
C -1.17116 1.35727 2.72882
H -4.37026 -2.91524 2.55165
H -5.19905 -1.48121 3.00855
H -4.75829 -2.60785 4.20789
H -1.90653 1.90944 2.14362
H -0.39650 0.97463 2.06430
H -0.78847 2.09219 3.43702
C 1.55434 2.40491 1.15490
O 0.99778 1.73430 -0.03336
C 0.47820 0.51164 0.16058
O 0.32084 -0.07598 1.21105
O 0.32012 -0.06974 -1.04806
C -0.15969 -1.41395 -1.15181
H 2.47736 1.94455 1.50731
H 0.83177 2.44127 1.97016
H 1.93849 3.39983 0.92979
H -1.23406 -1.50812 -1.30977
H 0.20698 -2.03327 -0.33321
H 0.26289 -1.76494 -2.09326
C 1.41321 -2.94336 -2.15857
O 1.33117 -2.88714 -0.76190
C 0.98974 -4.04679 -0.15759
O 1.03338 -5.19291 -0.53667
O 0.33460 -3.65406 0.96073
C -0.41207 -4.51642 1.84157
H 0.44565 -2.94711 -2.66049
H 2.03286 -3.73609 -2.57775
H 1.89135 -2.01242 -2.46327
H -1.46575 -4.38610 1.59482
H -0.41082 -4.18763 2.88080
H -0.07227 -5.54591 1.72846
C 0.45917 3.20348 2.99861
O -0.05295 3.82594 1.85654
C -1.26334 4.26035 1.83262
O -2.08090 4.34131 2.75671
O -1.49765 4.51118 0.56890
C -2.67909 5.31147 0.27757
H -0.08753 2.31698 3.32010
H 0.24635 3.90080 3.80889
H 1.53332 3.03916 2.91317
H -2.58791 6.21206 0.88479
H -3.61225 4.84634 0.59532
H -2.72439 5.46349 -0.80083
C 0.80643 0.99832 3.21341
O 1.45112 0.25876 4.24936
C 0.72121 -0.24840 5.24054
O -0.50046 -0.30822 5.27366
O 1.51961 -0.68657 6.22558
C 0.93517 -1.14152 7.41186
H 1.56089 1.58236 2.68636
H 0.04059 1.66323 3.61279
H 0.45343 0.37613 2.39100
H 1.72125 -1.30844 8.14828
H 0.32706 -2.03233 7.25446
H 0.22975 -0.45061 7.87351
C 1.99459 -1.69944 1.42165
O 2.53037 -1.26404 2.67834
C 3.26537 -0.17584 2.66187
O 3.51388 0.54586 1.71447
O 3.75370 0.09255 3.83140
C 3.79612 -0.85514 4.93082
H 2.74275 -1.78021 0.63308
H 1.23781 -1.01795 1.03312
H 1.49687 -2.66375 1.52403
H 2.88731 -0.78443 5.52846
H 4.64885 -0.70208 5.59228
H 3.82433 -1.86648 4.52522
C -2.63231 -2.32736 0.64811
O -2.60528 -3.57418 0.04738
C -1.71294 -3.86515 -0.90326
O -0.86353 -3.07094 -1.37006
O -1.95670 -5.16034 -1.28883
C -1.51017 -5.74136 -2.57271
H -2.88862 -2.32578 1.70755
H -3.35887 -1.67746 0.16044
H -1.69096 -1.77920 0.68661
H -2.42765 -6.03687 -3.08164
H -0.84979 -6.57515 -2.33440
H -0.94835 -4.96616 -3.09378
```

Properties
frontier orbital gap = 6.2 eV
HOMO = -5.817 eV

***

No. 2
# C48H102N12O18

15 unconnected molecules or ions with the total composition C48H102N12O18 in a non-equilibrium geometry (ωB97M-V with the def2-TZVPD basis set, the Open Molecules 2025 dataset).

```
180
C48H102N12O18 | the Open Molecules 2025 dataset | ωB97M-V with the def2-TZVPD basis set
C -5.56143 0.69246 -2.56059
C -4.43946 -0.11930 -3.23037
O -3.53139 0.45265 -3.79239
N -4.55829 -1.43537 -3.18059
C -3.87847 -2.47320 -3.97711
H -5.99135 0.25628 -1.65892
H -6.40542 0.71822 -3.24988
H -5.22960 1.59149 -2.04123
H -5.06406 -1.70012 -2.34740
H -3.29592 -2.05279 -4.79686
H -4.59955 -3.00240 -4.60006
H -3.32402 -3.22552 -3.41613
C -2.64516 -4.43103 0.08350
C -1.92290 -3.87649 1.26911
O -0.72203 -3.73072 1.28755
N -2.69459 -3.43650 2.21818
C -2.31195 -2.61873 3.33667
H -1.87921 -4.62631 -0.66703
H -3.38226 -3.75505 -0.34990
H -2.90974 -5.44814 0.37262
H -3.70100 -3.51768 2.19301
H -1.74095 -3.31376 3.95229
H -3.20041 -2.20991 3.81793
H -1.77362 -1.74371 2.97246
C 2.71909 -0.48027 -6.70142
C 3.55901 -1.59935 -6.17091
O 3.10326 -2.46988 -5.47035
N 4.81900 -1.60111 -6.48808
C 5.86772 -2.55071 -6.19242
H 1.76007 -0.47020 -6.18346
H 2.55410 -0.56473 -7.77554
H 3.14480 0.47515 -6.39474
H 5.35660 -0.84210 -6.88178
H 6.85763 -2.20081 -6.48525
H 5.82381 -3.49387 -6.73705
H 5.89780 -2.91993 -5.16730
C 0.68984 2.39762 -8.42700
C -0.01416 2.11214 -7.18055
O 0.32912 2.69214 -6.13702
N -0.91773 1.14448 -7.27557
C -1.87625 0.92877 -6.16284
H 0.32348 3.39142 -8.68437
H 0.44273 1.70232 -9.22923
H 1.77865 2.42746 -8.46849
H -1.01301 0.75556 -8.20281
H -1.51020 1.17484 -5.16607
H -1.97934 -0.15508 -6.11061
H -2.78072 1.41932 -6.52254
C -6.33640 -1.45406 3.40214
C -6.31380 -2.48304 2.28921
O -5.35113 -2.57212 1.52136
N -7.40706 -3.29092 2.14207
C -7.53534 -4.22800 1.04339
H -6.70162 -0.50511 3.00946
H -5.27767 -1.27385 3.58845
H -6.87469 -1.83180 4.27142
H -8.15691 -3.24430 2.81709
H -7.92984 -3.76976 0.13649
H -8.13654 -5.04802 1.43608
H -6.63758 -4.67252 0.61386
C -0.84426 4.08031 -3.44657
C -2.29013 4.57058 -3.35184
O -2.62785 5.71442 -3.05511
N -3.17772 3.68424 -3.65506
C -4.59177 3.90445 -3.64695
H -0.83674 3.80948 -4.50236
H -0.68469 3.17034 -2.86812
H -0.04911 4.77119 -3.16632
H -2.97840 2.69553 -3.70815
H -5.04477 3.19608 -4.34055
H -4.98991 4.91308 -3.75766
H -4.78667 3.53885 -2.63876
C 0.11425 4.00742 5.54652
C 0.83102 4.49073 6.77195
O 0.24576 4.77773 7.73392
N 2.13029 4.61883 6.64991
C 3.10280 4.80724 7.76885
H 0.66695 3.54820 4.72693
H -0.47406 4.81475 5.11038
H -0.70276 3.33493 5.80799
H 2.53245 4.62988 5.72350
H 4.06642 4.78403 7.25994
H 3.06144 4.10020 8.59740
H 2.90401 5.78261 8.21296
C 0.67725 -0.51048 1.00855
C -0.59922 0.26371 0.92708
O -1.05413 0.49871 2.07302
N -1.14981 0.67257 -0.23487
C -0.85685 0.05599 -1.50887
H 1.24715 -0.61853 0.08570
H 0.29845 -1.52455 1.13606
H 1.39536 0.01749 1.63598
H -1.97235 1.25236 -0.32072
H 0.22128 0.14474 -1.64252
H -1.20907 0.74227 -2.27898
H -1.17064 -0.93626 -1.83300
C 1.16725 -4.04013 -1.81726
C 0.62101 -4.56904 -3.13728
O -0.06214 -5.54862 -3.30633
N 0.98221 -3.84760 -4.22890
C 0.44647 -4.19682 -5.57865
H 1.19933 -4.82107 -1.05753
H 0.45202 -3.31213 -1.43442
H 2.20860 -3.72644 -1.89001
H 1.89193 -3.40882 -4.22966
H -0.63039 -4.06413 -5.68292
H 0.68112 -5.23171 -5.82774
H 0.91038 -3.59094 -6.35697
C 3.23484 2.96340 -3.15682
C 3.69761 1.65400 -2.50243
O 3.92661 1.68168 -1.26933
N 3.76776 0.46943 -3.26833
C 4.30150 -0.74796 -2.78134
H 2.40460 3.26349 -2.51750
H 2.99314 2.84774 -4.21338
H 4.01482 3.72473 -3.16694
H 3.39086 0.47622 -4.20535
H 5.12270 -1.02046 -3.44427
H 3.48921 -1.45512 -2.61340
H 4.64523 -0.58899 -1.75925
C 5.15546 1.67542 3.50572
C 3.87931 2.44327 3.37804
O 3.47158 3.20497 4.24205
N 3.19196 2.12410 2.27591
C 1.96705 2.77867 1.96029
H 5.07963 0.59994 3.66603
H 5.64632 2.11836 4.37230
H 5.77709 1.74995 2.61346
H 3.67642 1.58878 1.56963
H 1.34423 2.43564 1.13414
H 2.33308 3.71336 1.53544
H 1.34727 2.79802 2.85672
C -0.45375 0.09330 5.46350
C -1.92799 0.03505 5.82202
O -2.35492 -0.76728 6.70183
N -2.83598 0.83875 5.20671
C -4.25987 0.74526 5.34472
H -0.16747 1.02792 5.94581
H -0.40616 0.08787 4.37454
H 0.10891 -0.78118 5.79029
H -2.54876 1.53504 4.53383
H -4.71395 1.05326 4.40288
H -4.58977 1.43416 6.12232
H -4.56621 -0.23548 5.70862
O 6.58100 -3.15607 -0.86831
C 5.74542 -2.83050 -0.00147
O 4.43451 -3.01841 -0.19024
C 3.72318 -2.41560 0.85155
C 4.69255 -1.46548 1.53702
C 5.96790 -2.21812 1.33306
H 3.44528 -3.18209 1.57500
H 2.77861 -1.98098 0.52443
H 4.68022 -1.31151 2.61603
H 4.90136 -0.54075 0.99910
H 5.94886 -3.07745 2.00334
H 6.84387 -1.57614 1.42619
O 0.03058 4.24224 -0.01733
C -0.76542 4.97325 0.65623
O -0.26500 6.02914 1.26083
C -1.23803 6.86125 1.77457
C -2.32960 5.84847 1.93431
C -2.22281 4.85481 0.81083
H -1.34752 7.71393 1.10447
H -0.87266 7.21875 2.73727
H -3.25902 6.41637 1.97628
H -2.25745 5.29682 2.87162
H -2.74050 5.17082 -0.09483
H -2.64352 3.87390 1.03202
O 3.84609 -3.05438 8.04093
C 3.18228 -3.66486 7.25739
O 1.85067 -3.59332 7.04404
C 1.48288 -4.30899 5.90057
C 2.67526 -4.73162 5.22036
C 3.76937 -4.57606 6.20492
H 0.82556 -3.79138 5.20192
H 0.88130 -5.17849 6.16547
H 2.63406 -4.24413 4.24631
H 2.66512 -5.77665 4.91066
H 4.59239 -4.20628 5.59336
H 3.83517 -5.50546 6.77062
```

Properties
frontier orbital gap = 8.7 eV
HOMO = -8.783 eV